# C40H119N7O22

16 unconnected molecules or ions with the total composition C40H119N7O22 (wB97M-V/def2-TZVPD, the OMol25 dataset).

Atoms and positions in Å:
C  -0.021  -0.186  -8.340
C  1.506  -0.270  -8.305
C  2.085  0.134  -6.931
O  1.656  1.302  -6.238
C  1.908  1.386  -4.815
N  1.913  -1.697  -8.515
H  -0.591  -0.335  -7.423
H  -0.447  -0.939  -9.003
H  -0.325  0.675  -8.935
H  2.031  0.261  -9.099
H  3.166  0.277  -6.919
H  1.939  -0.712  -6.259
H  1.465  2.204  -4.247
H  2.979  1.424  -4.618
H  1.648  0.444  -4.333
H  1.765  -1.827  -9.505
H  2.915  -1.717  -8.386
C  -4.007  -4.333  0.235
C  -3.754  -4.694  1.730
C  -3.652  -3.563  2.814
O  -3.088  -2.449  2.230
C  -1.728  -2.492  2.506
N  -4.715  -5.790  2.044
H  -3.203  -4.059  -0.448
H  -4.638  -3.445  0.279
H  -4.717  -5.024  -0.220
H  -2.758  -5.079  1.951
H  -3.185  -3.842  3.758
H  -4.698  -3.340  3.028
H  -1.246  -3.219  1.853
H  -1.540  -2.652  3.568
H  -1.244  -1.533  2.321
H  -5.652  -5.522  1.781
H  -4.768  -6.050  3.019
C  2.202  6.486  0.115
C  2.870  5.251  -0.485
C  3.429  5.403  -1.809
O  4.005  4.214  -2.411
C  4.596  4.459  -3.700
N  3.925  4.911  0.540
H  2.308  6.476  1.200
H  1.173  6.497  -0.243
H  2.628  7.382  -0.338
H  2.129  4.453  -0.456
H  4.091  6.266  -1.735
H  2.573  5.744  -2.392
H  5.638  4.765  -3.604
H  4.103  5.294  -4.198
H  4.402  3.548  -4.266
H  4.381  5.786  0.321
H  4.470  4.212  0.055
C  3.940  1.747  0.211
C  3.816  0.786  -0.973
C  4.256  -0.638  -0.512
O  5.434  -0.776  0.129
C  6.547  -0.678  -0.700
N  2.441  0.745  -1.453
H  4.310  1.185  1.068
H  3.013  2.177  0.590
H  4.678  2.533  0.051
H  4.441  1.229  -1.748
H  4.394  -1.303  -1.364
H  3.544  -0.974  0.243
H  7.429  -0.497  -0.086
H  6.571  0.176  -1.377
H  6.798  -1.675  -1.063
H  1.956  0.255  -0.714
H  2.020  1.663  -1.446
C  1.096  3.001  3.468
C  -0.423  2.869  3.284
C  -1.005  4.034  2.382
O  -0.944  5.278  2.976
C  -1.819  6.236  2.449
N  -0.747  1.504  2.839
H  1.454  2.874  2.446
H  1.485  2.278  4.185
H  1.182  4.018  3.853
H  -0.863  3.051  4.265
H  -2.016  3.799  2.050
H  -0.311  4.032  1.542
H  -1.070  6.993  2.216
H  -2.507  6.568  3.226
H  -2.367  5.895  1.571
H  -1.720  1.684  2.634
H  -0.535  1.398  1.858
C  2.615  -2.559  2.783
C  2.906  -2.062  4.179
C  4.168  -2.762  4.762
O  4.011  -4.150  4.491
C  5.109  -4.959  4.939
N  2.970  -0.593  4.172
H  1.774  -1.979  2.404
H  2.658  -3.630  2.587
H  3.440  -2.240  2.145
H  2.096  -2.367  4.841
H  4.255  -2.599  5.836
H  5.035  -2.375  4.226
H  4.952  -5.964  5.330
H  5.609  -4.409  5.736
H  5.915  -4.877  4.210
H  2.978  -0.176  5.092
H  2.250  -0.233  3.562
C  0.840  -3.937  -0.485
C  0.210  -5.190  -0.059
C  0.031  -6.162  -1.335
O  -1.096  -7.024  -1.179
C  -1.066  -8.173  -0.405
N  1.163  -5.914  0.804
H  1.625  -3.656  0.218
H  0.083  -3.153  -0.495
H  1.232  -3.988  -1.501
H  -0.729  -5.176  0.495
H  0.920  -6.492  -1.873
H  -0.332  -5.482  -2.106
H  -0.199  -8.752  -0.724
H  -1.985  -8.752  -0.499
H  -0.968  -7.910  0.648
H  1.129  -5.461  1.706
H  0.897  -6.863  1.023
O  -6.323  1.682  -2.244
H  -7.063  2.051  -2.726
H  -5.550  1.997  -2.714
O  -0.611  -0.233  5.270
H  -1.422  -0.689  5.043
H  -0.546  0.474  4.627
O  -0.617  1.184  0.133
H  -1.546  1.413  0.143
H  -0.536  0.542  -0.573
C  -4.047  1.438  0.074
C  -4.057  0.007  -0.234
O  -4.514  -0.382  -1.473
O  -3.518  1.542  1.361
H  -5.079  1.788  0.069
H  -3.450  1.998  -0.646
H  -4.626  -0.414  0.595
H  -3.008  -0.261  -0.359
H  -5.395  -0.042  -1.645
H  -4.183  1.955  1.917
C  -5.676  4.814  4.443
C  -5.359  4.021  3.214
O  -5.038  2.648  3.555
O  -6.190  5.975  3.892
H  -4.797  5.029  5.051
H  -6.350  4.278  5.111
H  -4.536  4.505  2.688
H  -6.199  3.963  2.522
H  -4.522  2.585  4.362
H  -7.146  5.930  3.968
C  -1.080  5.336  -2.630
C  -2.030  4.356  -3.221
O  -2.048  2.951  -2.709
O  0.216  5.138  -3.209
H  -1.112  5.338  -1.540
H  -1.521  6.259  -3.008
H  -2.011  4.340  -4.310
H  -3.022  4.735  -2.973
H  -1.204  2.507  -2.819
H  0.892  5.445  -2.600
C  3.398  -3.906  -2.773
C  2.904  -2.924  -3.861
O  3.413  -1.539  -3.672
O  4.813  -3.931  -2.737
H  3.145  -4.951  -2.955
H  3.115  -3.500  -1.801
H  1.814  -2.915  -3.874
H  3.176  -3.214  -4.876
H  2.798  -0.970  -3.204
H  4.982  -2.990  -2.819
C  -3.970  -0.614  6.748
C  -4.321  -0.447  5.153
O  -3.131  -0.619  4.383
O  -3.620  -1.965  6.966
H  -4.913  -0.289  7.188
H  -3.139  -0.030  7.144
H  -4.733  0.534  4.919
H  -5.028  -1.236  4.896
H  -3.303  -0.358  3.475
H  -2.994  -2.157  6.264
C  -2.054  -1.794  -3.381
C  -1.350  -0.421  -3.085
O  -0.410  -0.626  -2.055
O  -1.152  -2.799  -3.876
H  -2.840  -1.677  -4.128
H  -2.402  -2.177  -2.422
H  -1.972  0.419  -2.774
H  -0.876  -0.132  -4.023
H  0.218  -1.304  -2.314
H  -1.646  -3.605  -3.712

For the highest occupied orbital energy, the calculation gives -8.40 eV. The LUMO energy is 0.016 eV.

***

# C10H16

2 unconnected molecules or ions with the total composition C10H16 (wB97M-V/def2-TZVPD, the OMol25 dataset).

Atoms and positions in Å:
C  2.183  -2.769  -1.703
C  1.441  -1.503  -1.991
C  0.788  -0.781  -0.974
C  -0.086  0.263  -1.208
C  -0.071  0.882  -2.421
C  0.657  0.269  -3.519
C  1.242  -0.901  -3.238
H  2.226  -3.504  -2.531
H  1.742  -3.410  -0.922
H  3.240  -2.437  -1.330
H  0.883  -1.130  0.046
H  -0.593  0.909  -0.379
H  -0.457  1.936  -2.609
H  0.743  0.719  -4.599
H  1.619  -1.462  -4.007
C  -1.643  2.422  3.206
C  -0.986  1.278  2.502
C  -1.505  -0.196  2.770
H  -1.394  2.534  4.210
H  -2.730  2.399  3.472
H  -1.570  3.431  2.661
H  -0.734  1.446  1.365
H  0.045  1.116  2.831
H  -2.595  -0.223  2.668
H  -1.166  -0.750  1.910
H  -1.277  -0.537  3.787

For the highest occupied orbital energy, the calculation gives -8.86 eV. As for the SMILES: Cc1ccccc1.CCC. The LUMO energy is 0.960 eV.

***

# C34H33Cl5N3OPSbSe4SiTl

A molecular structure, C34H33Cl5N3OPSbSe4SiTl (wB97M-V/def2-TZVPD, the OMol25 dataset).

Atoms and positions in Å:
Tl  0.303  -0.307  -0.061
C  -0.144  8.005  1.219
C  0.947  7.473  0.543
C  0.971  6.126  0.203
C  -0.092  5.287  0.541
C  -1.185  5.837  1.212
C  -1.213  7.185  1.551
P  -0.218  3.498  0.096
C  0.874  3.419  -1.377
C  0.261  3.567  -2.620
C  1.016  3.560  -3.787
C  2.395  3.430  -3.717
C  3.014  3.276  -2.482
C  2.257  3.252  -1.319
C  0.837  2.704  1.365
C  1.382  3.451  2.415
C  2.175  2.856  3.386
C  2.431  1.499  3.315
C  1.873  0.750  2.284
C  1.066  1.316  1.295
H  -0.165  9.059  1.474
H  1.781  8.111  0.275
H  1.821  5.723  -0.334
H  -2.025  5.198  1.462
H  -2.077  7.597  2.059
H  -0.815  3.679  -2.678
H  0.519  3.645  -4.746
H  2.990  3.427  -4.623
H  4.090  3.155  -2.427
H  2.746  3.096  -0.364
H  1.177  4.512  2.477
H  2.594  3.454  4.188
H  3.063  1.015  4.053
H  2.090  -0.315  2.244
Cl  -2.281  0.138  1.962
C  -1.647  -1.466  2.170
C  -0.514  -1.836  1.455
C  -0.058  -3.132  1.647
Cl  1.414  -3.648  0.869
C  -0.709  -4.040  2.481
Cl  -0.134  -5.665  2.648
C  -1.834  -3.629  3.190
Cl  -2.632  -4.726  4.260
C  -2.301  -2.326  3.047
Cl  -3.669  -1.795  3.952
C  3.695  -2.835  -2.098
Si  3.719  -1.198  -1.156
C  4.641  -1.515  0.466
C  4.801  -0.045  -2.190
O  2.275  -0.587  -0.907
H  4.690  -3.299  -2.130
H  3.367  -2.665  -3.131
H  3.001  -3.547  -1.635
H  5.729  -1.532  0.329
H  4.342  -2.469  0.915
H  4.403  -0.720  1.182
H  5.657  -0.572  -2.627
H  5.187  0.779  -1.576
H  4.204  0.393  -2.997
N  -0.572  -0.314  -4.305
C  -0.999  0.026  -3.288
Se  -3.668  -3.022  -3.430
Sb  -4.099  -0.850  -2.435
Se  -4.729  0.917  -3.960
Se  -5.171  -0.966  -0.270
Se  -1.678  0.567  -1.673
N  -0.120  -2.195  -1.516
C  -0.303  -3.094  -2.215
N  -0.605  -4.117  -2.984
C  -0.336  -4.120  -4.423
C  0.782  -5.118  -4.715
C  0.435  -6.498  -4.137
C  0.112  -6.413  -2.639
C  -1.005  -5.399  -2.411
H  -0.097  -3.106  -4.736
H  -1.262  -4.415  -4.923
H  1.706  -4.756  -4.262
H  0.939  -5.189  -5.795
H  1.262  -7.192  -4.305
H  -0.443  -6.894  -4.664
H  0.997  -6.095  -2.081
H  -0.193  -7.392  -2.258
H  -1.240  -5.261  -1.359
H  -1.921  -5.711  -2.921

As for the net charge: -2. For the highest occupied orbital energy, the calculation gives -2.20 eV. The LUMO energy is 3.780 eV.

***

| no. | largest force on an atom (Eh/bohr) |
| --- | --- |
| 1 | 0.093 |
| 2 | 0.076 |
| 3 | 0.023 |